Below is a molecular structure, C33H28CoN5S at a distorted geometry, with properties calculated with ωB97M-V/def2-TZVPD.

Computed properties:
Max |F| = 2.48 eV/A
Highest occupied orbital energy (spin up / spin down) = -9.5 / -9.4 eV
Multiplicity = 2
E_tot = -90583.449 eV
LUMO (spin up / spin down) = -3.279 / -3.322 eV
Net charge = +1
Orbital gap (spin up / spin down) = 6.20 / 6.06 eV

CARTESIAN COORDINATES (ANGSTROEM)
Co 0.520 -0.758 -1.019
C -0.350 0.768 -4.181
C -1.484 0.087 -3.487
C -2.783 0.286 -3.949
C -3.829 -0.404 -3.361
C -3.543 -1.282 -2.334
C -2.226 -1.411 -1.890
N -1.218 -0.717 -2.456
C -1.863 -2.272 -0.764
C -2.786 -3.052 -0.077
C -2.371 -3.791 1.019
C -1.048 -3.715 1.416
C -0.156 -2.940 0.679
N -0.564 -2.241 -0.401
C 1.256 -2.806 1.028
C 1.853 -3.568 2.035
C 3.172 -3.334 2.368
C 3.868 -2.362 1.668
C 3.231 -1.666 0.645
C 3.991 -0.636 -0.128
N 1.952 -1.883 0.335
H -0.684 1.172 -5.133
H 0.451 0.054 -4.357
H 0.045 1.579 -3.571
H -2.961 0.962 -4.771
H -4.843 -0.274 -3.708
H -4.339 -1.847 -1.880
H -3.816 -3.091 -0.387
H -3.074 -4.402 1.563
H -0.718 -4.255 2.287
H 1.302 -4.339 2.545
H 3.652 -3.902 3.151
H 4.897 -2.145 1.904
H 4.918 -0.384 0.379
H 3.389 0.259 -0.251
H 4.231 -1.014 -1.120
N -0.007 0.457 0.136
C -0.421 1.165 1.079
C 0.288 1.236 2.377
C -0.380 1.546 3.557
C 0.317 1.598 4.751
C 1.679 1.345 4.783
C 2.345 1.021 3.612
C 1.653 0.964 2.419
C -1.587 2.052 0.834
C -2.704 1.575 0.154
C -3.716 2.444 -0.207
C -3.614 3.794 0.088
C -2.509 4.267 0.776
C -1.500 3.402 1.154
H -1.443 1.735 3.540
H -0.205 1.841 5.663
H 2.222 1.410 5.714
H 3.406 0.818 3.626
H 2.158 0.721 1.499
H -2.770 0.522 -0.082
H -4.583 2.068 -0.731
H -4.397 4.475 -0.212
H -2.427 5.317 1.010
H -0.630 3.771 1.677
S 3.651 1.070 -3.813
C 3.007 2.262 -2.765
C 2.082 1.724 -1.932
N 1.876 0.390 -2.105
C 2.630 -0.082 -3.054
H 3.337 3.277 -2.814
H 1.529 2.253 -1.177
H 2.640 -1.111 -3.359

Cartesian forces (eV/Å) of the 2 atoms listed first:
1.4 -1.4 -1.6
0.0 0.0 0.0

Atom charges from the Löwdin analysis, given in e for atoms 1 to 5:
1. Co 0.55
2. C -0.01
3. C -0.28
4. C 0.00
5. C -0.03